Formula: C8H16INO4P
Source: OMol25
Level of theory: the ωB97M-V functional and the def2-TZVPD basis

XYZ file:
```
31
Properties=species:S:1:pos:R:3:forces:R:3
C -0.786 -3.158 -2.284 -0.2 0.3 0.3
C -1.923 -2.621 -1.422 0.0 -0.5 0.0
O -1.558 -1.401 -0.779 0.0 0.2 -0.2
C -1.181 -1.474 0.504 -0.1 0.1 0.4
O -1.083 -2.507 1.119 0.0 0.0 -0.1
C -0.843 -0.106 1.072 0.4 0.0 -0.6
C 0.575 0.254 0.588 -0.2 0.3 0.2
C 1.008 1.656 1.031 0.1 -0.1 -0.2
C 2.490 1.850 0.712 -0.3 0.0 0.2
C 0.171 2.742 0.360 0.0 -0.2 0.2
N -0.918 -0.134 2.503 -0.4 0.1 0.6
P -1.993 0.864 3.313 -1.0 -3.5 7.0
O -2.258 0.101 4.883 1.1 3.0 -6.6
O -1.676 2.285 3.150 0.1 0.6 -0.3
I -4.127 0.503 2.008 -0.2 -0.1 -0.1
H -0.481 -2.413 -3.014 0.0 0.1 -0.1
H 0.069 -3.410 -1.661 0.1 0.0 0.0
H -1.117 -4.053 -2.806 0.0 -0.1 -0.1
H -2.192 -3.353 -0.652 0.0 0.1 -0.2
H -2.798 -2.386 -2.030 0.1 0.0 0.1
H -1.547 0.627 0.665 0.0 -0.2 0.0
H 0.596 0.190 -0.504 0.1 0.0 -0.1
H 1.267 -0.486 0.995 0.1 -0.1 0.0
H 0.862 1.730 2.112 0.0 0.0 0.0
H 3.096 1.114 1.237 0.1 -0.1 0.0
H 2.819 2.843 1.014 0.1 0.1 0.0
H 2.665 1.745 -0.358 0.1 0.0 -0.2
H 0.136 2.594 -0.719 0.0 0.0 -0.2
H 0.598 3.721 0.566 0.0 0.1 0.0
H -0.840 2.741 0.754 -0.2 0.1 0.0
H -0.984 -1.064 2.894 0.1 -0.2 0.0
```
Forces are in eV/Å.

Summary:
E_tot, eV: -35629.7796
SMILES string: CCOC(=O)[C@H](CC(C)C)N[P@@](=O)([O-])I
ΔE to the lowest compared entry with this formula, charge and spin, kcal/mol: 0.0
Charge: -1